Run a
ORCA calculation (wB97M-V/def2-TZVPD) on the molecule C3H6IN.

As for the SMILES: C/N=C(/C)I. The HOMO energy (spin up / spin down) is -8.29 / -9.41 eV. As for the HOMO-LUMO gap (spin up / spin down): 0.303 / 0.345 Ha.

Geometry as ORCA input:
```
! RIJCOSX wB97M-V def2-TZVPD def2/J DEFGRID3
* xyz 0 1
C -0.4091 -1.7349 -0.9050
N -0.5829 -0.8906 0.1930
C 0.1973 0.6511 0.0571
C 0.2289 1.4963 1.3007
I 1.3066 1.1724 -1.5747
H 0.4736 -2.2154 -0.8715
H -0.6022 -1.1993 -1.9524
H -1.3569 -2.4180 -0.8971
H -0.6600 1.1631 1.9289
H 1.3126 1.4426 1.6900
H 0.0921 2.5326 1.0312
*
```



Run b
ORCA calculation (wB97M-V/def2-TZVPD) on a structure of composition C3H6IN.

The HOMO energy is -8.94 eV. As for the HOMO-LUMO gap: 0.346 Ha.

Geometry as ORCA input:
```
! RIJCOSX wB97M-V def2-TZVPD def2/J DEFGRID3
* xyz 0 1
C 0.0747 -0.4298 0.2562
C -1.6860 -1.2511 0.2470
C 1.2270 1.4710 -0.4670
N 0.1001 0.6522 -0.3778
I 1.5341 -1.5146 1.2887
H -1.6250 -1.5539 1.2807
H -2.2940 -0.4724 -0.2598
H -1.5347 -1.9833 -0.5368
H 2.1150 0.8396 -0.1679
H 0.9849 2.2983 0.1768
H 1.1040 1.9440 -1.4400
*
```



Computed stability ranking, most favorable first: run b, run a



Run a
ORCA calculation (wB97M-V/def2-TZVPD) on a structure of composition C10H14N4.

The HOMO energy is -7.63 eV. As for the HOMO-LUMO gap: 0.307 Ha.

Geometry as ORCA input:
```
! RIJCOSX wB97M-V def2-TZVPD def2/J DEFGRID3
* xyz 0 1
C 1.8920 -1.6589 1.2533
C 1.7310 -1.1063 -0.0238
C 0.7114 -1.8030 -0.9166
C -1.3442 -0.5490 -0.2191
C -2.7167 -0.7948 -0.0664
C -3.6372 0.2702 0.2443
C -3.1089 1.5833 0.3776
C -1.7354 1.7767 0.0557
C -0.9281 0.6739 -0.3644
C 1.6460 0.4196 -0.1171
H 1.4416 -0.9681 2.1791
H 1.3543 -2.7481 1.3579
H 3.2283 -1.7727 1.4402
H 2.7254 -1.3452 -0.3114
H 0.7650 -1.4500 -1.9259
H 1.1927 -2.7408 -1.0139
H -1.3382 -2.5107 -0.9340
H -3.0135 -1.7722 -0.0608
H -4.6787 -0.0213 0.6626
H -3.7864 2.4778 0.6884
H -1.2828 2.8301 -0.0393
H 0.4874 2.0643 -0.4737
H 2.6380 2.9479 -1.3346
H 3.1979 3.0516 0.6175
N -0.7037 -1.7901 -0.3998
N 0.3969 0.9638 -0.6264
N 2.6059 1.2856 0.0594
N 2.2600 2.6866 -0.1086
*
```



Run b
ORCA calculation (wB97M-V/def2-TZVPD) on the molecule C10H14N4.

As for the SMILES: CC(C)n1ncc2c1[C@H]1N=C1[C@H](C)N2. The HOMO energy is -8.20 eV. As for the HOMO-LUMO gap: 0.333 Ha.

Geometry as ORCA input:
```
! RIJCOSX wB97M-V def2-TZVPD def2/J DEFGRID3
* xyz 0 1
C -0.3790 0.8161 3.5580
C -0.1306 1.2432 2.1390
C -1.1552 2.3003 1.6748
N -0.2164 0.0747 1.2574
N -1.1224 -0.7996 1.5029
C -1.2268 -1.5831 0.4218
C -0.3556 -1.2140 -0.6115
C 0.2932 -0.1027 -0.0093
C 1.7334 0.4546 -0.9004
N 2.6969 -0.6452 -0.9120
C 1.9016 -0.5859 -1.8431
C 0.9695 -1.4151 -2.6632
C 0.1827 -0.5945 -3.5949
N 0.0749 -1.9719 -1.6997
H -0.5785 1.5702 4.3412
H 0.5126 0.3951 4.0226
H -1.2277 0.1264 3.6525
H 0.8529 1.5987 1.9837
H -2.1832 1.8464 1.8417
H -0.9714 2.3283 0.6580
H -1.0334 3.1681 2.3220
H -1.9189 -2.3179 0.2944
H 1.7762 1.4704 -1.1798
H 1.4542 -2.0889 -3.3495
H -0.1655 0.2637 -2.9826
H -0.7420 -1.0395 -3.8948
H 0.5899 -0.2806 -4.5651
H 0.3688 -3.0172 -1.4642
*
```



Computed stability ranking, most favorable first: run b, run a



Run a
ORCA calculation (wB97M-V/def2-TZVPD) on the molecule C6H15N3O2.

As for the SMILES: CC(C)N(C(C)C)/[N+]([O-])=N/O. The HOMO energy is -8.89 eV. As for the HOMO-LUMO gap: 0.362 Ha.

Geometry as ORCA input:
```
! RIJCOSX wB97M-V def2-TZVPD def2/J DEFGRID3
* xyz 0 1
C -1.0296 -1.5669 -1.1717
C -0.3162 -1.4748 0.1794
C -1.3257 -1.4920 1.3325
N 0.5343 -0.3322 0.3266
C 0.1645 1.0201 0.0112
C 0.5117 1.4910 -1.4040
C 0.7355 1.9797 1.0591
N 2.0994 -0.6945 0.1747
O 2.4004 -1.8723 0.3431
N 2.8371 0.2752 -0.0497
O 4.1610 -0.0397 -0.0940
H -0.3119 -1.6125 -1.9874
H -1.6362 -2.4678 -1.2012
H -1.6841 -0.7106 -1.3221
H 0.3445 -2.3444 0.2928
H -2.0919 -0.7351 1.1812
H -0.8224 -1.2901 2.2740
H -1.8090 -2.4649 1.3911
H -0.9277 1.0191 0.1166
H 1.5857 1.6017 -1.5133
H 0.1476 0.7921 -2.1531
H 0.0459 2.4575 -1.5817
H 0.2756 2.9590 0.9545
H 1.8077 2.0842 0.9311
H 0.5348 1.6033 2.0585
H 4.2558 -1.0105 0.0491
*
```



Run b
ORCA calculation (wB97M-V/def2-TZVPD) on a cluster of 2 separate species, C6H15N3O2 in total.

As for the SMILES: [H]/N=C(\N)NCC.CCC(=O)O. The HOMO energy is -9.52 eV. As for the HOMO-LUMO gap: 0.366 Ha.

Geometry as ORCA input:
```
! RIJCOSX wB97M-V def2-TZVPD def2/J DEFGRID3
* xyz 0 1
H 2.4309 -1.6270 1.1556
N 1.6345 -1.1901 0.6734
C 1.9966 -0.0792 0.2079
N 3.2119 0.5142 0.3591
N 1.3036 0.5278 -0.8139
C 0.1594 1.2100 -0.4779
C 0.3636 2.5852 -1.1364
H 3.3579 1.2556 -0.2840
H 3.5585 0.6076 1.3937
H 1.2995 -0.1399 -1.5556
H 0.1023 1.5285 0.6117
H -0.7106 0.7074 -0.8736
H -0.5420 3.2535 -1.3281
H 0.5916 2.2765 -2.2035
H 1.1543 3.2846 -0.8038
C -2.4549 -1.3391 -0.7400
C -1.4168 -1.8073 0.2864
C -1.8010 -1.1283 1.6232
O -2.9117 -1.3247 2.1292
O -1.0048 -0.6174 2.5459
H -2.9060 -0.3456 -0.6012
H -3.3437 -2.0525 -0.6145
H -1.9107 -1.5701 -1.7102
H -1.5361 -2.8600 0.1811
H -0.4045 -1.6800 -0.0039
H -0.2220 0.0103 1.9794
*
```



Run c
ORCA calculation (wB97M-V/def2-TZVPD) on a cluster of 2 separate species, C6H15N3O2 in total.

The HOMO energy (spin up / spin down) is -6.76 / -6.76 eV. As for the HOMO-LUMO gap (spin up / spin down): 0.267 / 0.267 Ha.

Geometry as ORCA input:
```
! RIJCOSX wB97M-V def2-TZVPD def2/J DEFGRID3
* xyz 0 1
C -0.3132 0.0633 -1.7774
C 2.0851 -1.2274 0.4997
C -0.3591 -1.9732 0.3365
C -2.0004 0.7993 0.2904
C 0.5105 -0.8364 0.5112
C 0.2305 0.3472 -0.4761
N 1.1130 2.6028 -0.9714
N 0.9334 1.5289 -0.1432
N -2.8451 -0.0316 -0.4188
O -1.1270 -0.8986 -2.0685
O -0.1344 1.0390 -2.7317
H 2.6383 -0.2756 0.4819
H 2.2803 -1.7635 1.3004
H 2.3178 -1.7728 -0.3261
H 0.0400 -2.7966 0.8408
H -0.2809 -2.1377 -0.7864
H -1.4648 -1.7345 0.4898
H -1.5904 0.3752 1.2342
H -1.9472 1.8351 -0.0253
H 0.4898 -0.3224 1.5278
H 0.5137 3.4277 -0.7159
H 2.0712 2.8940 -0.6667
H 1.0785 1.6023 0.8753
H 0.5145 1.7626 -2.4458
H -3.2582 0.3919 -1.3019
H -2.4837 -0.9006 -0.6968
*
```



Computed stability ranking, most favorable first: run b, run c, run a



Run a
ORCA calculation (wB97M-V/def2-TZVPD) on a cluster of 2 separate species, C2H3ClN2O in total.

As for the SMILES: C#[N+][O-].[H]/N=C\Cl. The HOMO energy is -10.12 eV. As for the HOMO-LUMO gap: 0.399 Ha.

Geometry as ORCA input:
```
! RIJCOSX wB97M-V def2-TZVPD def2/J DEFGRID3
* xyz 0 1
C 0.6010 -0.1621 1.3059
N 0.0835 0.7797 1.7778
O -0.6223 1.7237 1.9514
H 0.8445 -1.1304 1.1473
H 0.5598 -1.5486 -1.6704
N 0.6665 -0.4765 -1.5992
C -0.2322 0.1351 -1.0898
Cl -1.8598 -0.4811 -0.7609
H -0.0411 1.1601 -1.0620
*
```



Run b
ORCA calculation (wB97M-V/def2-TZVPD) on a cluster of 2 separate species, C2H3ClN2O in total.

As for the SMILES: [H]/N=C\Cl.N=C=O. The HOMO energy is -10.74 eV. As for the HOMO-LUMO gap: 0.421 Ha.

Geometry as ORCA input:
```
! RIJCOSX wB97M-V def2-TZVPD def2/J DEFGRID3
* xyz 0 1
H -1.6148 0.5814 1.5224
N -1.8320 0.3876 0.5528
C -1.0739 0.9686 -0.2361
Cl 0.1571 2.1695 -0.0117
H -1.0489 0.6889 -1.3822
N 0.7199 -1.3181 -0.2585
C 1.7926 -0.9448 0.0657
O 2.7553 -0.4026 0.3635
H 0.1447 -2.1304 -0.6158
*
```



Computed stability ranking, most favorable first: run b, run a



Run a
ORCA calculation (wB97M-V/def2-TZVPD) on a cluster of 2 separate species, C2HO4 in total.

The HOMO energy is -2.21 eV. As for the HOMO-LUMO gap: 0.214 Ha.

Geometry as ORCA input:
```
! RIJCOSX wB97M-V def2-TZVPD def2/J DEFGRID3
* xyz -1 1
C 0.2779 -3.1177 -1.8145
C 0.3748 -0.3185 0.7647
O -0.7606 -3.5876 -1.8965
O 1.3757 -2.8462 -1.9206
O -0.9257 -0.9274 0.4392
O 0.0482 -1.0090 -0.5489
H 0.9851 -1.1309 1.4899
*
```



Run b
ORCA calculation (wB97M-V/def2-TZVPD) on the ion C2HO4 with charge -1.

As for the SMILES: O=COC(=O)[O-]. The HOMO energy is -5.16 eV. As for the HOMO-LUMO gap: 0.350 Ha.

Geometry as ORCA input:
```
! RIJCOSX wB97M-V def2-TZVPD def2/J DEFGRID3
* xyz -1 1
O -1.2303 1.1223 0.9338
C -1.2069 0.1990 0.1765
O -0.2543 -0.3186 -0.5238
C 1.3437 -0.2084 -0.1945
O 1.6466 0.6518 0.5565
O 1.9258 -1.0206 -0.8635
H -2.2247 -0.4254 -0.0850
*
```



Computed stability ranking, most favorable first: run b, run a



Run a
ORCA calculation (wB97M-V/def2-TZVPD) on the molecule C5H4N4.

As for the SMILES: C=C1N=Nc2nc[nH]c21. The HOMO energy is -8.82 eV. As for the HOMO-LUMO gap: 0.292 Ha.

Geometry as ORCA input:
```
! RIJCOSX wB97M-V def2-TZVPD def2/J DEFGRID3
* xyz 0 1
C -2.2054 0.8642 1.1161
C -0.9535 0.4804 1.1958
N 0.0596 0.5367 2.0594
N 1.2190 0.2247 1.6670
C 1.2241 -0.2661 0.3602
N 2.1993 -0.6665 -0.4560
C 1.6276 -0.7858 -1.6106
N 0.2962 -0.5008 -1.5751
C 0.0146 -0.1308 -0.3195
H -2.8409 1.0225 2.0686
H -2.6325 1.0534 0.2121
H 2.3154 -1.1048 -2.3527
H -0.3236 -0.7272 -2.3653
*
```



Run b
ORCA calculation (wB97M-V/def2-TZVPD) on the molecule C5H4N4.

As for the SMILES: N#C/C=C\c1nc[nH]n1. The HOMO energy is -9.53 eV. As for the HOMO-LUMO gap: 0.339 Ha.

Geometry as ORCA input:
```
! RIJCOSX wB97M-V def2-TZVPD def2/J DEFGRID3
* xyz 0 1
N 2.5963 -1.5268 -0.2617
C 2.0777 -0.4533 -0.0600
C 1.9265 1.0965 0.3459
C 0.6375 1.5771 0.0292
C -0.4592 0.5699 -0.1755
N -0.3216 -0.8076 0.2099
C -1.6122 -1.2147 0.1998
N -2.3964 -0.2342 -0.0496
N -1.7595 0.9317 -0.2791
H 2.5509 1.8351 0.3972
H 0.3520 2.6287 -0.3701
H -1.8338 -2.3740 0.1028
H -3.3232 -0.0849 0.4966
*
```



Computed stability ranking, most favorable first: run b, run a



Run a
ORCA calculation (wB97M-V/def2-TZVPD) on a cluster of 2 separate species, C5H4N4 in total.

As for the SMILES: [H]/N=C\C#N.N#CC=C=N. The HOMO energy is -9.44 eV. As for the HOMO-LUMO gap: 0.340 Ha.

Geometry as ORCA input:
```
! RIJCOSX wB97M-V def2-TZVPD def2/J DEFGRID3
* xyz 0 1
H -2.6655 -0.7587 0.0433
N -2.0796 -0.7449 0.8931
C -1.2900 0.2409 0.8838
C -1.3389 1.3600 -0.0641
N -1.4060 2.3092 -0.6908
H -0.5524 0.2122 1.6744
N 2.4428 1.9994 0.4586
C 1.8114 1.2101 -0.1432
C 1.2196 0.1859 -0.8355
C 1.1232 -1.0828 -0.4844
N 1.2666 -2.2407 -0.3184
H 0.5442 0.3108 -1.6142
H 0.9246 -3.0014 0.1973
*
```



Run b
ORCA calculation (wB97M-V/def2-TZVPD) on the molecule C5H4N4.

As for the SMILES: [H]/N=C(/C#N)c1cn[nH]c1. The HOMO energy is -9.80 eV. As for the HOMO-LUMO gap: 0.351 Ha.

Geometry as ORCA input:
```
! RIJCOSX wB97M-V def2-TZVPD def2/J DEFGRID3
* xyz 0 1
H -2.5781 0.2224 -1.3472
N -1.9797 1.0440 -1.3494
C -0.9498 1.0166 -0.6023
C -0.0485 2.2661 -0.6529
N 0.7404 3.2149 -0.7290
C -0.2104 -0.0798 0.0272
C -0.5188 -1.5278 0.0513
N 0.4886 -2.2054 0.6658
N 1.4213 -1.2413 0.9456
C 1.1128 -0.0168 0.5858
H -1.5418 -2.0016 -0.1638
H 2.1439 -1.4949 1.7609
H 1.9202 0.8034 0.8078
*
```



Computed stability ranking, most favorable first: run b, run a



Run a
ORCA calculation (wB97M-V/def2-TZVPD) on a cluster of 2 separate species, CH2N3O3 in total.

The HOMO energy (spin up / spin down) is -2.43 / -3.03 eV. As for the HOMO-LUMO gap (spin up / spin down): 0.243 / 0.259 Ha.

Geometry as ORCA input:
```
! RIJCOSX wB97M-V def2-TZVPD def2/J DEFGRID3
* xyz -1 1
C -1.2690 0.2882 0.0728
N -3.5859 -0.2751 0.2436
N -0.7059 -0.8201 0.0767
N -0.9321 1.5536 0.0330
O -1.6285 2.6056 -0.2766
O -3.7410 -1.3753 -0.2090
O 0.7095 -0.8868 -0.4184
H -0.0465 1.7620 0.5213
H 0.8225 -1.8408 -0.4959
*
```



Run b
ORCA calculation (wB97M-V/def2-TZVPD) on a cluster of 2 separate species, CH2N3O3 in total.

The HOMO energy is -4.47 eV. As for the HOMO-LUMO gap: 0.315 Ha.

Geometry as ORCA input:
```
! RIJCOSX wB97M-V def2-TZVPD def2/J DEFGRID3
* xyz -1 1
C 0.7054 -1.1408 -0.0428
N -0.1161 -1.9412 -0.0632
N 1.6061 -0.1799 0.0941
N -1.3720 0.6300 0.1026
O -0.4337 1.4656 0.1980
O -1.8542 0.1638 1.1251
O -1.8175 0.3686 -1.0096
H 1.0728 0.6867 0.3075
H 2.2093 -0.0528 -0.7116
*
```



Computed stability ranking, most favorable first: run b, run a